The following is a DFT calculation (ωB97M-V/def2-TZVPD) of a structure of composition C40H28Br2FN8O7PtS at a distorted geometry.

Cartesian coordinates (Å):
Pt  1.234  0.995  0.127
Br  -3.370  6.173  2.287
Br  -1.256  4.720  -2.729
S  -0.666  0.249  1.638
F  -1.914  -1.109  5.218
O  -1.268  1.127  -2.820
O  2.495  -0.197  4.145
O  -3.343  -2.568  3.311
O  1.140  -2.037  -0.566
O  0.631  2.983  -0.954
O  2.426  0.225  1.947
O  0.556  -3.986  1.438
N  -1.364  -3.281  2.433
N  0.160  -0.132  -1.441
N  -2.968  1.461  1.979
N  -2.489  0.878  -0.223
N  0.678  -2.347  3.040
N  2.971  1.343  -0.784
N  0.840  2.989  1.731
N  -0.874  -1.098  -3.212
C  4.216  3.182  0.078
C  -2.117  0.883  1.079
C  0.151  3.675  3.897
C  2.354  -0.534  2.957
C  -1.035  4.492  1.963
C  -0.199  3.688  -0.290
C  -3.831  -4.138  -0.671
C  4.849  2.133  -2.039
C  -4.139  2.009  1.642
C  5.883  3.031  -2.167
C  -1.293  -1.792  4.237
C  3.987  2.194  -0.913
C  2.033  -5.038  -3.332
C  -2.041  5.223  1.295
C  2.385  -4.726  -4.643
C  0.989  2.943  3.028
C  0.564  -3.125  -3.252
C  -2.247  -2.327  -0.776
C  -3.149  -4.780  -1.694
C  0.012  -3.254  2.233
C  -0.137  3.739  1.169
C  0.025  -1.696  4.061
C  -2.019  -4.195  -2.261
C  -0.380  -2.228  -2.462
C  1.835  -3.608  -5.249
C  0.932  -2.807  -4.552
C  -2.125  -2.543  3.326
C  -3.380  -2.902  -0.219
C  -1.553  -2.967  -1.804
C  6.096  4.003  -1.187
C  2.075  -2.011  2.702
C  -4.506  2.039  0.334
C  -2.088  5.247  -0.072
C  -1.180  4.519  -0.851
C  1.133  -4.243  -2.639
C  -0.848  4.438  3.367
C  5.259  4.068  -0.071
C  -3.610  1.442  -0.570
C  -0.706  0.100  -2.506
C  0.432  -1.466  -1.370
H  4.660  1.374  -2.790
H  3.086  -5.352  -5.184
H  6.531  2.986  -3.034
H  -3.910  -2.387  0.576
H  5.423  4.826  0.684
H  -5.426  2.506  0.017
H  0.307  3.620  4.967
H  -1.508  5.009  4.009
H  -1.496  -4.702  -3.063
H  2.474  -5.899  -2.843
H  -4.708  -4.595  -0.228
H  2.115  -3.345  -6.264
H  -2.845  5.837  -0.572
H  -4.723  2.440  2.444
H  0.884  -4.467  -1.608
H  -1.902  -1.361  -0.417
H  0.514  -1.921  -5.014
H  -1.867  -3.847  1.766
H  2.219  -2.280  1.661
H  0.644  -1.055  4.678
H  6.914  4.705  -1.291
H  3.547  3.211  0.930
H  1.764  2.277  3.404
H  2.750  -2.575  3.343
H  -1.710  -1.179  -3.766
H  -3.493  -5.741  -2.058
H  -3.823  1.432  -1.637
H  -2.666  1.429  2.946

E in eV: -225074.1725
Multiplicity: 5
HOMO energy (alpha / beta) in Eh: -0.171 / -0.183
ΔE to the lowest compared entry with this formula, charge and spin in eV: 1.079
Charge: -1
LUMO (alpha / beta) in eV: 1.69 / 0.91